# 1
DFT (the ωB97M-V functional and the def2-TZVPD basis) results for C33H30F3N3OPtS2Te as an isolated structure in a non-equilibrium geometry.

ORCA input file:
```
! wB97M-V def2-TZVPD RIJCOSX def2/J DEFGRID3
* xyz 0 1
Pt 0.25 0.36 0.95
S -4.01 -1.41 1.64
C -2.94 -2.71 1.38
C -1.65 -2.28 1.25
C -1.48 -0.86 1.36
C -2.71 -0.28 1.58
C -2.92 1.17 1.72
C -4.18 1.77 1.69
C -4.27 3.15 1.75
C -3.10 3.90 1.87
C -1.90 3.22 1.93
N -1.81 1.89 1.86
H -3.31 -3.72 1.33
H -0.83 -2.97 1.08
H -5.07 1.16 1.60
H -5.23 3.63 1.71
H -3.13 4.98 1.91
H -0.97 3.76 2.04
Te 1.36 1.17 3.05
C 0.28 0.35 4.66
C -0.37 -0.87 4.53
C -0.94 -1.46 5.65
C -0.86 -0.83 6.89
C -0.25 0.40 7.01
C 0.33 1.00 5.89
C 2.97 -0.17 3.32
C 4.09 0.26 4.01
C 5.12 -0.64 4.26
C 5.03 -1.95 3.82
C 3.90 -2.36 3.12
C 2.87 -1.47 2.86
H -0.44 -1.34 3.56
H -1.44 -2.41 5.55
H -1.27 -1.32 7.77
H -0.21 0.91 7.97
H 0.81 1.97 5.99
H 4.17 1.28 4.36
H 6.00 -0.31 4.81
H 5.83 -2.65 4.01
H 3.83 -3.39 2.76
H 2.00 -1.79 2.30
F 2.02 1.19 -1.21
C 2.06 0.71 0.07
F 2.78 -0.43 0.00
F 2.94 1.61 0.67
C -2.21 0.36 -6.29
C -1.88 1.51 -5.34
C -2.08 1.18 -3.87
N -1.16 0.13 -3.44
C -0.56 0.05 -2.26
S -0.90 1.12 -1.00
N 0.31 -1.00 -2.07
C 1.14 -1.70 -2.94
O 1.69 -2.70 -2.56
C 1.36 -1.15 -4.32
C 1.16 -1.98 -5.41
C 1.39 -1.50 -6.69
C 1.83 -0.20 -6.87
C 2.06 0.62 -5.77
C 1.82 0.15 -4.49
H -2.02 0.64 -7.32
H -3.27 0.08 -6.21
H -1.61 -0.53 -6.09
H -2.53 2.36 -5.56
H -0.85 1.84 -5.50
H -3.11 0.86 -3.68
H -1.89 2.05 -3.25
H -1.00 -0.63 -4.09
H 0.45 -1.25 -1.09
H 0.84 -3.01 -5.25
H 1.23 -2.14 -7.55
H 2.02 0.18 -7.87
H 2.42 1.64 -5.91
H 1.99 0.78 -3.63
*
```

LUMO level ... 0.15 eV
Electronic energy ... -81589.0850 eV
HOMO level ... -7.40 eV
Max |F| ... 0.0314 hartree/bohr
Orbital gap ... 0.2773 Ha

---

# 2
DFT (the ωB97M-V functional and the def2-TZVPD basis) results for a 3-piece molecular cluster, C3H11NO3 overall in a non-equilibrium geometry.

ORCA input file:
```
! wB97M-V def2-TZVPD RIJCOSX def2/J DEFGRID3
* xyz 0 1
C 0.25 -0.44 1.45
C 0.77 -1.50 0.51
N 0.14 -1.46 -0.77
C 2.35 -1.29 0.70
O 2.87 -1.83 1.65
H -0.46 -0.84 2.21
H -0.13 0.44 1.02
H 0.96 0.12 2.06
H 0.59 -2.50 1.02
H -0.78 -1.72 -0.43
H 0.59 -2.17 -1.38
H 2.82 -0.53 0.15
O -2.56 0.25 -1.22
H -1.79 -0.30 -0.85
H -2.44 1.09 -0.76
O -1.23 3.92 -1.61
H -1.62 4.46 -2.30
H -0.35 4.31 -1.46
*
```

LUMO level ... 0.68 eV
Electronic energy ... -10920.3234 eV
HOMO level ... -9.83 eV
Max |F| ... 0.0705 hartree/bohr
Orbital gap ... 0.3862 Ha

---

> electronic energy of number 2 (C3H11NO3)?

-10920.3234 eV